Record 1
Here is C40H47N5O3S2SiW as an isolated structure from the OMol25 dataset. Energies are from ωB97M-V/def2-TZVPD.

The gap between HOMO and LUMO (alpha / beta) comes out at 0.2511 / 0.2806 Eh. The highest occupied orbital energy (alpha / beta) is -12.56 / -13.45 eV. The energy relative to the best compared isomer or geometry (same formula, charge and spin) comes out at 37.5 kcal/mol. As for the spin multiplicity: 3. As for the net charge: +2. As for the LUMO energy (alpha / beta): -5.72 / -5.81 eV.

```
99
Properties=species:S:1:pos:R:3:forces:R:3
W -0.870 -0.251 0.781 0.24 -0.29 0.11
C 1.890 3.977 -1.021 0.04 0.07 0.26
N 0.450 3.748 -1.120 -0.01 -0.02 -0.03
C -0.440 4.556 -1.792 0.00 -0.02 0.01
C -1.655 4.016 -1.655 -0.01 -0.02 0.01
N -1.520 2.847 -0.888 -0.04 -0.02 -0.03
C -0.195 2.713 -0.566 -0.02 -0.03 -0.08
S 0.684 1.543 0.318 -0.04 0.17 0.20
C -2.657 2.114 -0.435 0.06 -0.02 -0.03
C -3.916 2.520 -0.862 -0.01 0.02 0.04
C -5.049 1.966 -0.301 0.01 0.00 0.05
C -4.909 1.020 0.699 0.01 0.05 0.04
C -3.642 0.597 1.005 0.02 0.15 0.17
N -2.517 1.090 0.424 -0.11 0.05 -0.12
H 2.118 4.900 -1.546 -0.01 0.01 0.00
H 2.428 3.149 -1.479 -0.26 0.35 0.33
H 2.176 4.069 0.025 -0.04 0.06 0.03
H -0.129 5.450 -2.303 0.00 0.00 0.00
H -2.591 4.387 -2.016 0.00 -0.01 -0.02
H -4.030 3.272 -1.623 -0.01 0.02 0.02
H -6.026 2.288 -0.635 0.00 0.00 0.00
H -5.754 0.574 1.204 0.00 0.00 -0.01
H -3.496 -0.191 1.731 0.01 0.00 0.01
N 0.844 -2.256 -1.849 -0.12 -0.03 -0.10
C -0.287 -1.598 -2.105 0.07 -0.03 0.02
N -1.053 -1.986 -3.136 -0.06 0.06 -0.01
O -0.640 -0.602 -1.407 -0.10 0.11 -0.03
H 1.122 -3.038 -2.418 -0.01 -0.01 -0.01
H 1.537 -1.818 -1.233 0.02 -0.01 0.06
H -0.822 -2.796 -3.684 0.00 0.00 0.00
H -2.000 -1.645 -3.182 -0.02 0.04 0.02
C -2.160 -4.754 -1.237 0.02 -0.01 0.02
C -2.538 -4.619 0.244 0.00 -0.01 -0.01
C -3.609 -5.664 0.595 0.00 0.00 0.00
C -1.290 -4.890 1.092 0.01 0.01 0.01
Si -3.212 -2.892 0.590 -0.01 0.02 0.06
O -1.924 -1.817 0.729 -0.03 0.05 -0.08
C -4.077 -2.732 2.239 0.01 0.02 -0.01
C -3.338 -2.817 3.426 0.00 0.00 0.01
C -3.943 -2.668 4.665 0.00 0.00 -0.01
C -5.309 -2.431 4.743 0.00 0.00 0.00
C -6.062 -2.344 3.581 0.00 -0.01 0.01
C -5.450 -2.490 2.342 0.00 0.02 0.00
C -4.334 -2.290 -0.789 0.02 0.01 -0.03
C -5.486 -3.006 -1.133 -0.02 0.00 -0.03
C -6.325 -2.583 -2.154 -0.01 -0.02 0.03
C -6.033 -1.425 -2.861 0.01 0.02 0.02
C -4.901 -0.692 -2.534 0.01 -0.03 -0.03
C -4.067 -1.122 -1.509 0.10 -0.11 -0.15
H -1.778 -5.761 -1.430 0.00 -0.01 0.00
H -1.372 -4.045 -1.507 -0.03 -0.04 0.03
H -3.013 -4.588 -1.897 0.00 0.00 0.00
H -3.210 -6.666 0.419 0.00 0.00 0.00
H -4.504 -5.565 -0.021 0.00 0.00 0.00
H -3.908 -5.604 1.643 0.00 0.00 0.00
H -0.952 -5.917 0.926 0.00 0.00 0.00
H -1.482 -4.786 2.162 0.00 0.00 -0.01
H -0.469 -4.224 0.813 0.02 0.03 0.02
H -2.270 -3.008 3.390 -0.02 0.00 0.01
H -3.354 -2.744 5.570 0.00 0.00 0.00
H -5.786 -2.321 5.707 0.00 0.00 0.00
H -7.129 -2.169 3.639 0.00 0.00 0.00
H -6.056 -2.415 1.446 -0.01 -0.01 -0.01
H -5.745 -3.912 -0.598 0.00 0.00 0.00
H -7.208 -3.159 -2.400 0.00 0.00 0.00
H -6.685 -1.096 -3.659 0.00 0.00 -0.01
H -4.670 0.218 -3.077 0.01 -0.02 -0.01
H -3.187 -0.535 -1.271 -0.01 -0.11 -0.13
C 5.007 -1.323 -0.877 0.00 0.02 -0.03
S 3.845 -0.187 -0.117 0.00 -0.04 0.05
O 2.502 -0.854 -0.218 0.09 0.06 0.02
C 3.894 1.080 -1.379 0.02 -0.03 -0.05
C 4.916 2.018 -1.337 -0.04 0.00 0.00
C 4.971 3.001 -2.315 -0.02 0.02 -0.04
C 3.999 3.049 -3.307 0.10 -0.11 -0.14
C 2.968 2.117 -3.323 0.21 -0.21 -0.27
C 2.911 1.124 -2.355 0.09 -0.18 -0.15
H 4.644 -1.588 -1.869 0.00 0.00 0.00
H 5.065 -2.201 -0.235 0.00 0.01 0.01
H 5.981 -0.841 -0.939 0.00 -0.01 0.00
H 5.664 1.983 -0.553 0.00 0.01 0.00
H 5.772 3.729 -2.303 0.00 0.00 0.00
H 4.048 3.813 -4.071 0.00 0.01 0.00
H 2.214 2.158 -4.099 -0.02 0.00 -0.01
H 2.109 0.395 -2.342 0.00 0.00 0.01
C -0.860 0.109 2.872 -0.05 -0.01 0.04
C 0.456 -0.570 2.892 -0.05 0.04 0.03
C 0.537 -1.913 2.484 -0.02 -0.01 -0.06
C 1.773 -2.570 2.424 0.02 0.00 -0.01
C 2.923 -1.900 2.764 0.00 -0.01 0.00
C 2.860 -0.552 3.141 -0.01 0.00 0.01
C 1.657 0.111 3.180 0.01 0.00 -0.02
H -0.845 1.132 3.240 0.01 0.00 -0.01
H -1.658 -0.456 3.362 0.00 -0.04 0.00
H -0.369 -2.491 2.361 -0.01 -0.02 0.00
H 1.806 -3.617 2.152 0.00 0.00 0.00
H 3.876 -2.415 2.761 0.00 0.00 0.00
H 3.767 -0.031 3.420 0.00 0.00 0.00
H 1.612 1.149 3.487 0.00 0.00 0.01
```
Forces are in eV/Å.

---

Record 2
Here is C40H48BaN5O16 as an isolated structure in a non-equilibrium geometry from the OMol25 dataset. Energies are from ωB97M-V/def2-TZVPD.

The gap between HOMO and LUMO comes out at 0.0910 Eh. The highest occupied orbital energy is -8.79 eV. As for the spin multiplicity: 1. As for the net charge: +1. As for the LUMO energy: -6.32 eV.

```
110
Properties=species:S:1:pos:R:3:forces:R:3
Ba -3.472 3.456 -3.040 0.71 -0.20 0.44
C -0.232 -1.314 1.945 0.96 -0.56 0.37
C -0.843 -0.554 0.815 -1.27 2.36 -0.66
O -0.164 0.048 -0.050 0.99 -0.57 0.16
O -2.097 -0.418 0.783 -0.81 -0.52 0.32
H 0.226 -2.162 1.435 0.15 -0.35 0.45
H -0.857 -1.628 2.781 -0.58 -0.14 -0.61
H 0.564 -0.773 2.456 0.23 0.29 -0.52
C -9.663 -4.975 5.060 1.29 1.29 -0.58
C -8.463 -4.219 4.860 -1.97 -1.33 -0.03
C -7.401 -4.454 5.685 1.09 -0.30 0.63
C -7.479 -5.397 6.711 -1.25 0.64 -0.66
C -8.694 -6.103 6.918 3.29 0.15 1.26
C -9.724 -5.911 6.074 -1.21 -0.20 -0.89
N -6.301 -5.615 7.562 0.48 0.17 0.25
O -6.394 -6.494 8.369 -0.62 -1.35 0.97
O -5.285 -4.950 7.470 -0.52 0.66 -0.99
H -10.513 -4.784 4.422 -0.03 -0.18 -0.11
H -8.334 -3.567 4.008 -0.26 0.20 0.10
H -6.477 -3.923 5.510 0.16 -0.05 0.18
H -8.749 -6.811 7.732 0.05 -0.08 -0.04
H -10.540 -6.610 6.182 -0.48 0.39 -0.07
C -2.887 -7.958 0.169 0.77 -2.22 1.63
C -3.517 -8.132 -1.030 -0.51 -0.03 -0.19
C -3.311 -9.270 -1.813 0.61 -0.75 0.04
C -2.501 -10.300 -1.323 -0.50 0.77 0.81
C -1.973 -10.209 -0.018 0.56 -0.22 -0.65
C -2.116 -9.051 0.711 -1.12 1.71 -0.91
N -2.210 -11.500 -2.166 0.59 3.27 -2.78
O -2.083 -12.565 -1.693 0.00 -2.17 1.55
O -2.010 -11.237 -3.373 -0.63 -0.24 1.51
H -3.137 -7.145 0.834 0.19 0.30 -0.21
H -4.282 -7.405 -1.262 0.11 0.09 -0.63
H -3.769 -9.385 -2.785 -0.04 0.04 -0.03
H -1.344 -10.985 0.391 -0.15 -0.32 -0.14
H -1.700 -8.933 1.700 0.14 -0.21 -0.01
C 7.129 1.091 -2.675 -0.02 0.28 0.65
C 8.032 1.653 -3.563 -0.12 0.91 -0.01
C 8.418 2.985 -3.393 -0.13 0.31 0.44
C 7.968 3.691 -2.272 1.38 0.44 -0.82
C 7.160 3.090 -1.362 -0.97 0.46 2.02
C 6.717 1.823 -1.536 -0.06 -2.15 -1.93
N 8.516 5.059 -1.998 0.11 1.14 2.46
O 8.573 5.458 -0.777 -0.38 -1.45 -3.69
O 8.891 5.723 -2.948 -0.27 -0.60 0.69
H 6.745 0.094 -2.831 0.11 -0.12 0.02
H 8.443 1.142 -4.421 -0.21 -0.28 0.02
H 9.061 3.469 -4.115 0.11 0.04 0.09
H 6.793 3.518 -0.441 0.44 0.82 -0.10
H 6.041 1.337 -0.848 0.00 0.20 0.17
C 2.252 7.762 6.675 -0.01 0.71 -1.00
C 1.688 6.600 7.125 -0.22 -0.34 -0.31
C 2.356 5.401 6.956 -0.01 -0.69 0.98
C 3.624 5.346 6.401 -0.68 1.25 -1.38
C 4.118 6.528 5.782 0.02 -0.60 0.57
C 3.445 7.750 5.962 0.30 -1.21 0.22
N 4.291 4.021 6.240 2.35 -0.41 0.53
O 3.779 3.035 6.719 -1.08 0.36 -0.07
O 5.442 3.966 5.779 -1.48 1.10 -0.12
H 1.694 8.686 6.648 -0.08 0.12 0.49
H 0.670 6.578 7.484 0.06 0.07 0.30
H 1.851 4.529 7.344 0.32 -0.34 -0.16
H 4.995 6.432 5.159 0.20 0.17 0.14
H 3.784 8.687 5.547 0.32 -0.19 -0.19
C 3.312 -5.457 -5.283 -0.06 -0.46 0.19
C 2.648 -5.911 -4.126 0.98 -1.08 -1.32
C 2.685 -7.293 -3.796 0.28 0.52 1.06
C 3.411 -8.217 -4.519 2.02 3.29 -3.87
C 4.142 -7.675 -5.683 -1.32 -0.14 0.21
C 4.036 -6.332 -6.129 -0.49 -1.43 2.66
N 3.584 -9.610 -4.189 1.05 -0.81 -2.84
O 4.123 -10.379 -5.038 -1.10 1.77 1.96
O 3.156 -9.919 -3.130 -0.50 -1.22 1.83
H 3.326 -4.400 -5.504 -0.17 0.13 -0.02
H 2.168 -5.203 -3.466 -0.11 -0.11 0.00
H 2.306 -7.590 -2.829 -0.45 -0.16 -0.08
H 4.724 -8.331 -6.314 0.04 -0.34 0.29
H 4.626 -5.995 -6.968 -0.18 0.03 -0.06
C -0.305 6.251 1.179 1.20 -0.60 0.90
O -1.675 6.313 0.995 -1.14 0.83 -1.09
C -2.381 7.070 1.978 -0.57 -0.84 -0.33
C -3.842 7.405 1.501 2.08 -0.16 -0.83
O -4.489 6.247 0.993 -1.17 0.43 0.90
C -4.954 5.342 2.012 0.73 -0.47 -0.18
H 0.198 7.136 1.568 -0.36 0.84 -0.62
H 0.166 5.905 0.259 -0.03 0.15 0.04
H -0.025 5.569 1.982 -0.21 -0.74 0.02
H -1.809 7.972 2.199 -0.19 0.18 0.22
H -2.397 6.379 2.821 -0.27 0.49 0.70
H -3.772 8.090 0.655 0.17 -0.13 -0.26
H -4.350 8.022 2.242 -0.42 -0.68 0.48
H -4.173 4.588 2.099 -0.06 -0.20 0.45
H -5.876 4.823 1.749 -0.03 0.30 -0.56
H -5.152 5.780 2.991 0.26 0.43 -0.10
C -0.679 3.460 -7.595 1.53 -0.23 -0.20
O -0.237 3.696 -6.258 -0.32 -0.14 0.54
C 1.051 4.334 -6.069 -1.23 -0.98 0.46
C 0.910 5.800 -5.835 -0.86 1.52 -1.46
O -0.292 6.149 -5.155 -0.63 -1.27 0.69
C -0.589 7.514 -4.987 1.59 0.61 0.04
H 0.131 2.951 -8.117 0.21 0.05 -0.30
H -0.899 4.366 -8.159 -0.30 0.12 0.19
H -1.481 2.724 -7.649 -0.31 0.38 0.55
H 1.649 4.150 -6.962 0.35 0.04 0.21
H 1.521 3.937 -5.169 -0.15 -0.78 -0.21
H 0.829 6.199 -6.847 0.12 0.78 -0.09
H 1.817 6.187 -5.372 -0.04 0.18 0.22
H -1.480 7.716 -4.393 -0.22 -0.64 -0.23
H -0.630 8.055 -5.933 -0.24 -0.07 -0.21
H 0.227 7.961 -4.419 0.14 0.33 0.10
```
Forces are in eV/Å.